*w*
One molecule with the formula C5H11P. Source: the Open Molecules 2025 dataset; level of theory: the ωB97M-V functional and the def2-TZVPD basis.

Summary:
- Highest occupied orbital energy: -9.144 eV

Last column: Löwdin charge in e.
CARTESIAN COORDINATES (ANGSTROEM)
C (-0.50502, 0.49011, -0.12655)  -0.1690
C (0.69693, 0.13890, -1.33435)  -0.2184
C (-0.47630, 0.50852, 1.49642)  -0.5275
C (0.57895, -1.32182, -1.63718)  -0.1670
C (-1.77623, 0.29597, 2.26359)  -0.4450
P (-0.71350, -1.21343, 2.32710)  0.8474
H (-0.78858, 1.62489, -0.26424)  0.1158
H (-1.25759, -0.24128, -0.40805)  0.0619
H (1.62373, 0.52115, -0.98495)  0.0605
H (0.12454, 1.32359, 1.98376)  0.1012
H (1.48024, -1.83907, -2.04492)  0.0862
H (-0.25231, -1.51069, -2.23556)  0.0479
H (0.46490, -1.81986, -0.67992)  0.0496
H (-2.62252, 0.11327, 1.65174)  0.0346
H (-1.75586, 1.15389, 3.00398)  0.0948
H (-0.03598, -1.06790, 3.62589)  -0.1012
H (0.53175, 0.68771, -2.37937)  0.1283

---

*x*
A 2-piece molecular cluster, C5H11P overall. Source: the Open Molecules 2025 dataset; level of theory: the ωB97M-V functional and the def2-TZVPD basis.

Summary:
- Highest occupied orbital energy: -7.837 eV

Last column: Löwdin charge in e.
CARTESIAN COORDINATES (ANGSTROEM)
C (0.07677, 0.31349, -3.22613)  -0.4998
C (0.68992, -0.64352, 2.12711)  -0.1366
C (-1.00845, 1.14872, 0.35391)  -0.1627
C (0.21257, -1.12931, 0.82820)  -0.3628
C (0.03706, 0.09017, 0.01831)  -0.4201
P (-0.58110, -0.79788, -2.22133)  0.8398
H (-0.07481, 0.04105, -4.28128)  -0.0349
H (0.71691, 1.14700, -3.17652)  -0.0337
H (0.70255, -1.39612, 2.81708)  0.0476
H (0.16181, 0.21745, 2.47033)  0.0549
H (1.73557, -0.40935, 2.00955)  0.0857
H (-0.70501, 1.49955, 1.42605)  0.0876
H (-0.98018, 1.99705, -0.41267)  0.0795
H (-2.08552, 0.74747, 0.17503)  0.0933
H (-0.87645, -1.44523, 0.96102)  0.1309
H (0.89834, -1.89950, 0.48096)  0.1093
H (1.08003, 0.51895, -0.34962)  0.1219

---

*y*
A 2-piece molecular cluster, C5H11P overall. Source: the Open Molecules 2025 dataset; level of theory: the ωB97M-V functional and the def2-TZVPD basis.

Summary:
- Highest occupied orbital energy (alpha / beta): -8.283 / -7.453 eV

Last column: Löwdin charge in e.
CARTESIAN COORDINATES (ANGSTROEM)
C (-1.46622, 1.34240, -1.04639)  -0.0880
C (1.12363, 0.90143, 1.95170)  -0.1796
C (-1.13331, 1.03638, 0.18374)  -0.3854
C (-0.63091, -2.92981, -0.21896)  0.0058
C (1.36393, 0.51213, -0.74420)  -0.3182
P (0.30787, 0.06638, 0.64231)  0.8207
H (-2.42721, 1.98982, -1.22444)  0.1014
H (-0.90502, 1.03259, -1.82801)  -0.0201
H (1.96016, 0.52035, 2.31921)  -0.0515
H (0.62137, 1.24446, 2.74577)  -0.0457
H (-1.73226, 1.42166, 1.13117)  0.1081
H (-1.57473, -3.01789, -0.78447)  -0.0185
H (0.12373, -3.57438, -0.66639)  -0.0320
H (-0.54937, -2.57522, 0.86725)  -0.0315
H (1.87536, 1.44150, -0.61037)  0.0236
H (2.23048, -0.15457, -0.95646)  0.0446
H (0.81251, 0.74277, -1.76148)  0.0661

---

*z*
One molecule with the formula C5H11P. Source: the Open Molecules 2025 dataset; level of theory: the ωB97M-V functional and the def2-TZVPD basis.

Summary:
- Highest occupied orbital energy: -9.377 eV

Last column: Löwdin charge in e.
CARTESIAN COORDINATES (ANGSTROEM)
C (-0.06385, -1.09706, -1.19027)  -0.1278
C (0.33043, -1.09990, 0.27681)  -0.3171
C (-0.71857, -0.05108, -0.29679)  -0.7245
C (1.64407, -0.71059, 0.88356)  -0.0704
C (-0.17090, 1.34087, -0.50475)  -0.1290
P (-2.44308, -0.34165, 0.34866)  0.8378
H (0.61530, -0.82760, -1.96811)  0.0925
H (-0.76321, -1.90707, -1.46953)  0.0955
H (-0.15811, -1.89604, 0.80856)  0.0925
H (1.70344, 0.25675, 1.29190)  0.0523
H (2.41614, -0.66218, 0.21308)  0.0366
H (1.93790, -1.59958, 1.55450)  0.1130
H (0.03672, 1.77224, 0.47543)  0.0657
H (-0.94508, 1.92808, -1.05251)  0.0775
H (0.74402, 1.49104, -1.14037)  0.0944
H (-3.22086, 0.20913, -0.84094)  -0.0751
H (-2.34161, 0.93249, 0.95122)  -0.1140

---

Taking the most stable structure as the zero point, the relative energies in kJ/mol are *w* 88.5; *x* 155.7; *y* 399.5; *z* 0.0.

---

*w*
One molecule with the formula C4H9NS3. Source: the Open Molecules 2025 dataset; level of theory: the ωB97M-V functional and the def2-TZVPD basis.

Summary:
- Highest occupied orbital energy: -8.260 eV

Last column: Löwdin charge in e.
CARTESIAN COORDINATES (ANGSTROEM)
C (-0.23092, -1.68790, 1.04160)  -0.1274
C (-0.37756, -0.25342, 0.49016)  -0.6904
C (0.58671, 1.02374, 0.86676)  -0.5520
C (-0.09651, -0.48312, -1.15168)  -1.0027
H (0.56718, -2.29449, 0.77981)  -0.0267
H (-1.11974, -2.26016, 0.53932)  0.1161
H (-0.23738, -1.80549, 2.19917)  0.1064
H (-1.90065, 0.87619, 1.32800)  0.1362
H (-2.53710, -0.42500, 0.59194)  0.0973
H (0.30868, 1.75590, 0.12117)  0.0670
H (1.62596, 0.73001, 0.55056)  0.0590
H (-0.46877, 2.23516, 2.85860)  -0.0914
H (-0.29146, 0.02514, -3.27658)  -0.1817
N (-1.70959, 0.18270, 0.44332)  -0.0439
S (0.70556, 1.42319, 2.61028)  0.6848
S (-1.03206, 0.41922, -2.33839)  0.8122
S (1.37213, -1.32440, -1.28915)  0.6371

---

*x*
One molecule with the formula C4H9NS3. Source: the Open Molecules 2025 dataset; level of theory: the ωB97M-V functional and the def2-TZVPD basis.

Summary:
- Highest occupied orbital energy: -8.018 eV

Last column: Löwdin charge in e.
CARTESIAN COORDINATES (ANGSTROEM)
C (-0.27619, 1.05097, 0.16871)  -0.4300
C (0.32889, -0.42715, 0.02006)  -0.8851
C (1.71161, -0.43039, 0.78548)  -0.0910
C (0.56076, -0.85577, -1.37365)  -0.2041
N (-2.41905, 1.62844, 0.98892)  -0.3851
S (-0.92355, -1.60729, 0.76750)  0.4916
S (-2.33677, -1.03036, -0.60110)  0.2044
S (-1.94167, 1.19531, -0.39262)  0.6731
H (-0.18193, 1.38176, 1.18511)  0.0782
H (0.49532, 1.63280, -0.32723)  0.0943
H (2.23228, -1.31878, 0.51582)  0.0597
H (1.67400, -0.39242, 1.84412)  0.0561
H (2.43978, 0.46526, 0.50888)  0.1311
H (0.70396, -1.97343, -1.39748)  0.0961
H (1.58620, -0.55807, -1.64394)  0.0854
H (-0.27906, -0.56365, -2.08569)  0.0657
H (-3.37454, 1.80275, 1.03712)  -0.0404

---

Taking the most stable structure as the zero point, the relative energies in kJ/mol are *w* 52.7; *x* 0.0.

---

*w*
A 2-piece molecular cluster, C4H14N2O overall. Source: the Open Molecules 2025 dataset; level of theory: the ωB97M-V functional and the def2-TZVPD basis.

Summary:
- Total charge: -1
- Spin multiplicity: 2
- Highest occupied orbital energy (alpha / beta): 1.083 / -5.823 eV

Last column: Löwdin charge in e.
CARTESIAN COORDINATES (ANGSTROEM)
C (-0.33827, 0.63616, 0.84656)  -0.2236
C (-1.37488, -0.62323, 0.98661)  -0.2383
C (-2.42324, -0.69752, -0.13660)  -0.3181
N (-1.76120, -0.87198, -1.48114)  -0.0330
C (0.69198, 0.90752, -0.29450)  -0.4306
N (1.18246, 2.26763, -0.24159)  -0.0522
H (-0.93757, 1.56671, 0.97347)  0.0910
H (0.17056, 0.68550, 1.75918)  0.0281
H (-0.79617, -1.56871, 0.89146)  0.0641
H (-1.79670, -0.70173, 1.97851)  0.0763
H (-3.30063, -1.33411, 0.04125)  0.0769
H (-2.84763, 0.38043, -0.03938)  0.1173
H (-2.29050, -0.40981, -2.21489)  0.0417
H (-1.45853, -1.85681, -1.71412)  0.0699
H (0.15416, 0.77949, -1.22783)  0.0679
H (1.43108, 0.06964, -0.12240)  0.0589
H (1.75616, 2.38469, -1.14868)  0.0783
H (1.75529, 2.27467, 0.56965)  0.0035
H (3.64585, -0.68714, 0.00169)  -0.0727
H (4.09073, -1.98850, 0.53745)  -0.0553
O (4.44705, -1.21290, 0.03529)  -0.3500

---

*x*
A 2-piece molecular cluster, C4H14N2O overall. Source: the Open Molecules 2025 dataset; level of theory: the ωB97M-V functional and the def2-TZVPD basis.

Summary:
- Total charge: -1
- Spin multiplicity: 2
- Highest occupied orbital energy (alpha / beta): 1.208 / -5.662 eV

Last column: Löwdin charge in e.
CARTESIAN COORDINATES (ANGSTROEM)
C (2.63751, -0.26345, -0.21466)  -0.1055
C (1.16285, 0.06843, 0.11304)  -0.5038
C (0.69073, 1.23792, -0.90887)  -0.1508
C (-0.77259, 0.79515, -1.31060)  -0.2972
N (-0.79868, -0.35318, -2.29750)  -0.0174
N (0.98239, 0.44496, 1.47971)  0.0133
H (2.69158, -0.52656, -1.34031)  0.0863
H (3.41459, 0.46629, -0.15935)  0.0539
H (2.92818, -1.21435, 0.17496)  0.0395
H (0.63109, -0.82806, 0.00059)  0.0624
H (1.36543, 1.29511, -1.75323)  0.0587
H (0.89380, 2.37110, -0.68299)  0.1248
H (-1.31353, 0.50232, -0.43368)  0.0614
H (-1.37245, 1.57667, -1.72728)  0.0728
H (-0.49656, -1.17129, -1.79036)  0.0202
H (-0.21558, -0.28974, -3.09385)  0.0267
H (0.01260, 0.59075, 1.76165)  0.0451
H (1.61546, 0.15545, 2.14514)  0.0149
H (-5.46514, -1.76757, 3.33949)  -0.0416
H (-3.95640, -1.85993, 3.20431)  -0.1024
O (-4.63529, -1.23001, 3.49381)  -0.4615

---

Taking the most stable structure as the zero point, the relative energies in kJ/mol are *w* 0.0; *x* 28.6.